Density functional theory data (ωB97M-V/def2-TZVPD) for a structure of composition C34H37BaN4O3PS.

```
! RIJCOSX wB97M-V def2-TZVPD def2/J DEFGRID3
* xyz 2 1
H -4.76 -0.18 6.70
C 0.49 -2.64 2.83
C -0.38 1.92 -5.44
H 3.94 0.63 -0.97
H 1.02 4.21 2.93
H 0.51 3.87 -5.64
N 1.21 -1.95 1.87
H -5.00 -3.29 -3.90
H 4.25 -1.71 -3.27
H -0.03 -3.29 -1.36
H -0.79 1.92 -6.44
P -0.42 -0.47 -2.12
H 5.06 0.91 0.36
C -4.12 -2.76 -3.57
H -2.81 -3.83 -4.91
H 2.83 0.32 2.87
H 3.96 2.21 -0.15
C 4.06 1.13 -0.01
C -2.10 -0.42 3.95
C -3.07 -1.12 -2.17
H 1.89 -4.82 -1.51
H 4.04 -4.04 -2.45
H 0.61 -4.60 3.85
H -3.32 -2.18 6.63
H -1.36 3.33 -1.20
C 2.24 -2.67 1.49
O 3.08 0.60 0.88
N -1.07 -0.75 3.06
C -1.97 3.20 -0.30
S 2.39 -4.17 2.24
H 3.08 3.20 1.81
O -1.14 2.80 0.80
H 4.36 1.07 2.45
H -0.88 4.73 1.51
C -0.58 0.84 -4.60
H 2.94 -2.34 0.73
H -1.12 -3.25 5.03
C -4.01 -0.26 5.93
C 0.90 3.01 -3.72
C 3.32 -2.05 -2.83
C 0.36 3.01 -4.99
H -5.17 -1.54 -2.16
H -3.16 -0.36 -1.40
C -0.65 -1.93 3.46
C -2.25 -1.43 4.89
H 1.49 3.86 -3.37
C 2.23 -1.19 -2.78
H 1.92 1.26 -1.39
H -0.79 -2.65 -4.17
N -1.30 -2.38 4.55
C -2.92 0.71 3.99
H -2.70 2.40 -0.46
C 3.29 1.06 2.22
H 1.73 2.86 -1.42
H -4.53 1.62 5.04
N 1.22 1.99 -1.53
C 1.99 -3.79 -1.85
H 0.43 4.12 0.48
C 0.91 -2.92 -1.76
H -0.29 3.07 3.28
C 2.69 2.42 2.47
C 1.01 -1.62 -2.25
C 0.69 1.93 -2.87
C 0.98 -3.87 3.14
C -1.82 -1.43 -2.73
C -3.21 -1.38 5.90
C 3.20 -3.36 -2.37
C -0.06 0.84 -3.30
H -1.17 0.00 -4.94
H 2.32 -0.21 -3.22
C -3.87 0.77 4.98
H -2.48 4.12 -0.05
C -2.88 -3.07 -4.14
C -1.74 -2.40 -3.72
Ba 0.05 0.39 0.93
H 2.85 2.72 3.51
C -4.21 -1.78 -2.60
C -0.28 3.85 1.27
H -2.84 1.51 3.26
C 0.43 3.39 2.51
O 1.28 2.27 2.22
*
```

HOMO-LUMO gap   8.49 eV
HOMO   -13.2 eV
Lowest unoccupied orbital energy   -4.666 eV

---

Density functional theory data (ωB97M-V/def2-TZVPD) for a structure of composition C4H11InNO at a distorted geometry.

```
! RIJCOSX wB97M-V def2-TZVPD def2/J DEFGRID3
* xyz 2 2
H -0.44 -2.21 1.48
H -2.52 -1.67 0.27
C -2.21 -0.63 0.17
N -0.12 -1.26 1.36
H -0.01 1.43 0.50
H 2.11 2.29 -0.40
H 1.51 2.04 -1.98
H -0.58 1.29 -1.00
H -0.52 -0.79 2.15
H 3.10 1.32 -1.38
H -2.75 -0.06 -0.59
C 0.01 0.69 -0.30
O 1.34 0.39 -0.68
In 2.75 -2.02 1.10
C -0.66 -0.69 0.06
C 2.05 1.53 -1.18
H -0.52 -1.45 -0.71
H -2.55 -0.20 1.12
*
```

HOMO-LUMO gap (alpha / beta)   9.58 / 4.05 eV
HOMO (alpha / beta)   -18.3 / -17.5 eV
Lowest unoccupied orbital energy (alpha / beta)   -8.732 / -13.476 eV

---

Density functional theory data (ωB97M-V/def2-TZVPD) for a structure of composition C28H49LaN2O2P3 at a distorted geometry.

```
! RIJCOSX wB97M-V def2-TZVPD def2/J DEFGRID3
* xyz 3 1
P -1.84 0.51 -0.98
C -0.13 0.52 -8.73
H -1.98 2.96 -1.05
O -0.16 -0.12 2.39
H 2.64 -2.80 -0.64
H 4.68 0.11 -0.54
H 3.57 -1.03 -1.35
H -4.54 -0.94 5.43
H -4.17 -0.24 -1.29
H -3.12 -1.59 -0.81
C -2.82 -0.10 4.48
H 0.12 2.40 -1.70
C 3.36 -0.44 6.05
O -1.02 -1.21 -7.27
C -0.46 2.83 -8.10
H -1.85 0.72 -5.80
C 3.64 -0.05 -0.87
C 3.23 -1.23 1.67
H 3.07 2.42 0.78
C -2.35 0.00 3.18
H -0.32 3.89 -8.30
H 1.28 -3.52 0.23
C -4.25 -0.01 4.91
H 4.28 1.36 1.54
C 2.97 0.52 5.11
C 0.74 2.04 -0.88
H 0.26 -0.23 -9.42
C -2.65 2.15 -0.72
H 3.70 1.25 4.75
N -1.77 -0.27 5.33
C 0.70 -0.35 5.12
H 0.57 2.19 -9.88
C 1.61 -3.15 -0.74
H -2.87 2.30 0.34
H -0.62 -1.76 -7.97
H -0.90 -0.36 7.29
H 1.79 2.22 -1.09
H 3.37 0.71 -1.60
H 0.38 -2.05 6.43
H -0.70 2.70 0.65
H 1.35 1.32 3.95
C 1.09 -1.32 6.06
H -1.68 -0.49 -3.22
La 0.21 0.11 0.00
H -0.62 -3.76 -2.27
C 1.66 0.56 4.65
C -3.34 -0.54 -0.64
C -0.95 -2.89 -1.69
H -1.40 -3.24 -0.75
C -0.81 0.11 -7.58
C -1.32 1.06 -6.69
H 2.11 -1.13 -3.01
H -3.58 2.20 -1.29
H -1.71 -2.36 -2.26
H -2.86 0.84 -3.21
H -4.91 0.13 4.03
H -2.39 0.58 7.16
C -1.88 0.51 -2.83
H -3.64 -0.41 0.40
H 0.47 -0.96 -3.61
H -1.54 3.15 -6.26
N -0.65 -0.27 4.61
C 0.04 1.88 -8.98
H 2.80 -2.22 1.48
H 1.22 -2.58 -3.54
H 2.73 1.69 2.36
C 2.42 -1.36 6.52
P 0.49 -1.77 -1.30
H -4.38 0.85 5.59
C -0.99 -0.13 3.29
C 1.14 -1.61 -3.04
H 2.72 -2.11 7.24
H 1.60 -3.98 -1.46
C 3.21 1.53 1.39
H 3.04 -0.96 2.71
H -2.93 0.14 2.29
P 2.47 0.05 0.56
H 4.31 -1.28 1.51
C 0.27 2.22 0.49
H -1.10 1.18 -3.20
H 0.98 2.52 1.25
H -2.47 -1.22 7.08
H 4.38 -0.47 6.40
C -1.88 -0.33 6.79
C -1.14 2.41 -6.95
*
```

HOMO-LUMO gap   2.51 eV
HOMO   -13.8 eV
Lowest unoccupied orbital energy   -11.252 eV

---

Density functional theory data (ωB97M-V/def2-TZVPD) for a structure of composition C3HCoO3 at a distorted geometry.

```
! RIJCOSX wB97M-V def2-TZVPD def2/J DEFGRID3
* xyz 1 4
Co 1.19 1.46 -0.24
H -1.49 0.10 1.81
O 3.22 -1.00 -1.07
C -1.03 0.01 0.82
C 2.46 -0.18 -0.96
O 0.29 0.26 0.72
C -1.88 -0.24 -0.17
O -2.76 -0.40 -0.93
*
```

HOMO-LUMO gap (alpha / beta)   8.68 / 6.72 eV
HOMO (alpha / beta)   -13.9 / -13.5 eV
Lowest unoccupied orbital energy (alpha / beta)   -5.263 / -6.757 eV

---

DFT total energy values (in Eh) by entry order: -2527.2430 -478.3650 -2410.5326 -1723.0144.
Energy above the lowest of the compared OMol25 structures with the same formula, charge and spin values (in kcal per mole) by entry order: 6.1 9.2 342.7 0.0.